Entry P
Entry from the Open Molecules 2025 dataset: a cluster of 2 separate species, C2H8NOPS in total (ωB97M-V with the def2-TZVPD basis set).

The calculation puts the HOMO energy (spin up / spin down) at -7.695 / -10.040 eV. The multiplicity is 3. As for the HOMO-LUMO gap (spin up / spin down): 8.34 / 7.80 eV. The net charge is 0.

Structure (XYZ):
```
14
Properties=species:S:1:pos:R:3:lowdin_spin:R:1
C 1.616 -1.258 -0.267 0.020
C 0.961 -0.066 0.346 0.111
N -1.445 -1.161 -0.733 0.390
O -0.184 0.782 -1.891 0.150
P -1.761 2.730 0.403 0.840
S -0.639 0.156 -0.632 0.338
H 2.263 -1.719 0.465 0.004
H 0.831 -1.990 -0.575 0.008
H 2.195 -1.088 -1.156 0.001
H 1.501 0.829 0.290 0.002
H 0.773 -0.318 1.345 0.001
H -1.567 -1.904 -0.046 0.012
H -2.936 2.058 0.646 0.060
H -1.610 2.949 1.805 0.064
```

Entry Q
Entry from the Open Molecules 2025 dataset: a cluster of 2 separate species, C2H8NOPS in total (ωB97M-V with the def2-TZVPD basis set).

The calculation puts the HOMO energy (spin up / spin down) at -8.370 / -9.097 eV. The multiplicity is 3. As for the HOMO-LUMO gap (spin up / spin down): 9.25 / 6.79 eV. The net charge is 0.

Structure (XYZ):
```
14
Properties=species:S:1:pos:R:3:lowdin_spin:R:1
C -0.133 -0.225 -2.130 0.022
C -0.475 2.090 2.030 0.837
N 0.718 -0.376 -1.003 0.160
O 1.313 -1.815 1.299 0.072
P 0.098 -0.975 0.603 0.361
S -1.348 -2.252 0.179 0.347
H -0.440 0.789 -2.344 0.002
H 0.312 -0.523 -3.101 0.013
H -0.929 -0.878 -2.142 0.004
H -0.963 1.648 1.217 0.067
H -1.045 2.214 3.085 0.037
H 0.429 2.572 1.962 0.067
H 1.271 0.470 -0.859 0.003
H 1.192 -2.738 1.203 0.008
```

Most favorable structure: entry Q. The second most favorable one is 217.5 kJ/mol above it.

Entry P
Entry from the Open Molecules 2025 dataset: a cluster of 2 separate species, C5H11P in total (ωB97M-V with the def2-TZVPD basis set).

The calculation puts the HOMO energy at -8.940 eV. The SMILES is C=C=C.CPC. As for the HOMO-LUMO gap: 9.98 eV. The net charge is 0.

Structure (XYZ):
```
17
Properties=species:S:1:pos:R:3:nbo_charge:R:1
C -2.577 1.514 0.381 -0.501
C -2.396 0.227 0.095 0.127
C -2.291 -0.998 -0.256 -0.510
H -3.054 2.117 -0.406 0.222
H -2.675 1.922 1.329 0.221
H -3.148 -1.542 -0.347 0.219
H -1.409 -1.476 -0.734 0.223
C 1.417 -0.835 1.145 -0.908
P 1.656 0.911 0.448 0.530
C 1.778 0.245 -1.310 -0.886
H 2.290 -0.890 1.838 0.232
H 0.548 -1.033 1.728 0.230
H 1.437 -1.544 0.322 0.210
H 3.054 0.964 0.383 -0.064
H 2.248 -0.703 -1.119 0.210
H 0.704 0.159 -1.674 0.222
H 2.419 0.963 -1.823 0.225
```

Entry Q
Entry from the Open Molecules 2025 dataset: an isolated molecule of C5H11P (ωB97M-V with the def2-TZVPD basis set).

The calculation puts the HOMO energy at -8.827 eV. The SMILES is CC1(C)C[C@@H]1P. As for the HOMO-LUMO gap: 9.84 eV. The net charge is 0.

Structure (XYZ):
```
17
Properties=species:S:1:pos:R:3:nbo_charge:R:1
C 0.356 -1.537 0.254 -0.617
C 0.573 -0.052 0.040 0.017
C 1.801 0.510 -0.654 -0.627
C -0.061 0.780 1.176 -0.430
C -0.938 0.735 0.004 -0.549
P -2.420 -0.268 -0.179 0.313
H 1.316 -1.873 0.526 0.208
H -0.005 -2.097 -0.722 0.209
H -0.283 -1.663 1.068 0.218
H 2.689 0.160 -0.060 0.216
H 1.813 1.646 -0.610 0.223
H 2.059 0.148 -1.700 0.218
H 0.156 1.844 1.527 0.232
H -0.483 0.088 2.008 0.212
H -0.833 1.401 -0.814 0.226
H -2.324 -0.496 -1.487 -0.042
H -3.416 0.675 -0.377 -0.027
```

Most favorable structure: entry Q. The second most favorable one is 64.3 kJ/mol above it.

Entry P
Entry from the Open Molecules 2025 dataset: a structure of composition C15H35N6O3PRhS2 (ωB97M-V with the def2-TZVPD basis set).

The calculation puts the HOMO energy at -18.067 eV. As for the HOMO-LUMO gap: 8.31 eV. The net charge is +3.

Structure (XYZ):
```
63
Properties=species:S:1:pos:R:3:nbo_charge:R:1
Rh 0.397 -0.037 0.962 0.355
C 1.658 -2.044 2.740 -0.256
C 0.938 -1.082 3.655 -0.255
N 0.874 0.278 3.050 -0.620
C 2.071 1.139 3.233 -0.246
C 3.225 0.788 2.307 -0.534
S 2.673 0.444 0.584 0.434
C 3.313 -1.248 0.290 -0.540
C 2.222 -2.313 0.355 -0.251
N 1.152 -1.938 1.327 -0.516
H 1.534 -3.068 3.095 0.262
H 2.726 -1.847 2.722 0.213
H 1.430 -1.056 4.630 0.250
H -0.091 -1.405 3.813 0.243
H 0.093 0.746 3.502 0.418
H 2.423 1.091 4.267 0.255
H 1.754 2.169 3.059 0.216
H 3.788 -0.075 2.652 0.246
H 3.922 1.623 2.248 0.286
H 4.110 -1.406 1.014 0.261
H 3.779 -1.241 -0.693 0.282
H 2.656 -3.272 0.644 0.253
H 1.758 -2.434 -0.620 0.240
H 0.409 -2.626 1.220 0.421
C -2.121 4.547 0.800 -0.687
C -2.549 3.165 1.117 0.377
N -3.733 2.781 1.461 -0.173
N -3.641 1.435 1.671 -0.325
C -2.427 0.958 1.457 0.252
S -1.825 -0.638 1.555 0.014
N -1.705 2.050 1.118 -0.236
N -0.363 1.953 0.700 -0.563
H -3.007 5.146 0.601 0.303
H -1.477 4.579 -0.080 0.240
H -1.594 4.996 1.645 0.267
H -4.465 0.921 1.958 0.467
H 0.177 2.672 1.180 0.416
H -0.353 2.131 -0.311 0.448
C 1.489 0.429 -4.299 -0.641
C 1.889 0.166 -2.871 -0.053
O 0.949 -0.781 -2.240 -0.865
P -0.202 -0.441 -1.226 2.140
O -1.223 -1.590 -1.472 -0.850
C -0.966 -3.036 -1.464 -0.049
C -2.112 -3.719 -2.161 -0.635
O -0.964 0.857 -1.693 -0.897
C -1.886 0.885 -2.878 -0.055
C -3.306 0.885 -2.390 -0.647
H 2.276 1.007 -4.785 0.261
H 0.565 1.000 -4.365 0.213
H 1.377 -0.507 -4.844 0.245
H 1.921 1.082 -2.278 0.179
H 2.855 -0.330 -2.819 0.207
H -0.907 -3.346 -0.416 0.164
H -0.018 -3.216 -1.971 0.202
H -3.057 -3.491 -1.669 0.233
H -1.960 -4.798 -2.125 0.256
H -2.165 -3.418 -3.205 0.238
H -1.651 0.023 -3.499 0.211
H -1.615 1.797 -3.402 0.219
H -3.526 -0.020 -1.823 0.225
H -3.976 0.912 -3.251 0.271
H -3.519 1.768 -1.785 0.212
```

Entry Q
Entry from the Open Molecules 2025 dataset: a structure of composition C15H35N6O3PRhS2 (ωB97M-V with the def2-TZVPD basis set).

The calculation puts the HOMO energy (spin up / spin down) at -17.958 / -17.881 eV. As for the HOMO-LUMO gap (spin up / spin down): 6.30 / 6.54 eV. The net charge is +3.

Structure (XYZ):
```
63
Properties=species:S:1:pos:R:3:nbo_charge:R:1
Rh -0.045 -0.161 0.049 0.654
C -2.490 -1.129 -1.526 -0.247
C -2.981 -1.281 -0.091 -0.260
N -2.095 -0.565 0.859 -0.515
C -1.957 -1.231 2.170 -0.254
C -1.339 -2.621 2.041 -0.550
S 0.021 -2.699 0.824 0.445
C -0.736 -3.559 -0.604 -0.553
C -0.566 -2.707 -1.845 -0.246
N -1.027 -1.320 -1.635 -0.622
H -3.023 -1.840 -2.164 0.243
H -2.728 -0.125 -1.873 0.225
H -4.003 -0.900 -0.033 0.259
H -3.027 -2.328 0.189 0.219
H -2.467 0.369 1.015 0.423
H -1.320 -0.604 2.794 0.237
H -2.926 -1.324 2.669 0.255
H -0.897 -2.906 2.993 0.287
H -2.064 -3.386 1.769 0.256
H -0.188 -4.493 -0.727 0.287
H -1.773 -3.805 -0.394 0.240
H 0.492 -2.665 -2.107 0.234
H -1.100 -3.167 -2.682 0.249
H -0.723 -0.814 -2.461 0.415
C -1.948 4.670 -3.237 -0.690
C -1.089 4.404 -2.068 0.379
N -0.762 5.261 -1.158 -0.179
N -0.004 4.602 -0.265 -0.300
C 0.143 3.314 -0.565 0.222
S 0.977 2.112 0.334 -0.102
N -0.533 3.174 -1.737 -0.188
N -0.602 1.979 -2.434 -0.646
H -2.168 5.734 -3.275 0.301
H -2.899 4.138 -3.147 0.253
H -1.469 4.378 -4.173 0.259
H 0.392 5.114 0.512 0.462
H 0.257 1.868 -2.973 0.395
H -1.374 2.050 -3.090 0.398
C 4.257 -1.386 1.136 -0.648
C 3.597 -0.048 0.885 -0.059
O 2.753 0.358 2.007 -0.827
P 1.275 -0.170 2.191 2.082
O 0.750 0.709 3.391 -0.858
C 1.034 2.095 3.737 -0.055
C 0.319 2.420 5.025 -0.634
O 1.301 -1.593 2.852 -0.879
C 2.041 -1.896 4.091 -0.062
C 1.149 -2.667 5.030 -0.641
H 4.957 -1.611 0.334 0.260
H 3.515 -2.185 1.196 0.204
H 4.817 -1.352 2.070 0.244
H 2.981 -0.075 -0.023 0.163
H 4.335 0.744 0.779 0.236
H 0.686 2.736 2.929 0.181
H 2.112 2.232 3.826 0.213
H -0.735 2.149 4.968 0.219
H 0.406 3.484 5.238 0.252
H 0.756 1.872 5.860 0.235
H 2.390 -0.966 4.540 0.206
H 2.909 -2.485 3.801 0.218
H 0.253 -2.097 5.279 0.217
H 1.699 -2.865 5.949 0.269
H 0.857 -3.626 4.602 0.221
```

Most favorable structure: entry P. The second most favorable one is 348.7 kJ/mol above it.

Entry P
Entry from the Open Molecules 2025 dataset: a cluster of 3 separate species, C4H14NO2S in total (ωB97M-V with the def2-TZVPD basis set).

The calculation puts the HOMO energy at -2.899 eV. As for the HOMO-LUMO gap: 6.59 eV. The net charge is -1.

Structure (XYZ):
```
22
Properties=species:S:1:pos:R:3:nbo_charge:R:1
C 0.854 0.607 0.852 -0.410
C 1.121 -0.820 1.310 -0.531
S 1.593 -1.909 -0.049 -0.725
C -0.261 1.367 1.816 -0.219
N -1.540 1.812 1.243 -0.656
C -1.834 1.164 -0.037 -0.416
H 1.742 1.275 0.831 0.199
H 0.421 0.645 -0.169 0.201
H 0.437 -1.309 1.901 0.186
H 2.012 -0.755 2.049 0.167
H -0.541 0.632 2.643 0.160
H 0.162 2.331 2.228 0.172
H -2.224 1.696 1.979 0.348
H -0.792 1.306 -0.677 0.200
H -2.627 1.634 -0.525 0.178
H -2.188 0.079 -0.111 0.174
H -0.140 -1.739 -2.038 0.497
H -0.128 -3.164 -1.332 0.490
O -0.533 -2.679 -2.018 -1.007
H 1.274 -1.430 -3.705 0.482
H 1.819 -0.332 -2.651 0.499
O 1.374 -0.409 -3.540 -0.989
```

Entry Q
Entry from the Open Molecules 2025 dataset: a cluster of 3 separate species, C4H14NO2S in total (ωB97M-V with the def2-TZVPD basis set).

The calculation puts the HOMO energy at -3.115 eV. As for the HOMO-LUMO gap: 6.99 eV. The net charge is -1.

Structure (XYZ):
```
22
Properties=species:S:1:pos:R:3:nbo_charge:R:1
C -0.700 1.295 0.215 -0.248
N 0.275 1.580 -0.835 -0.645
C 1.395 0.647 -0.881 -0.219
C 1.224 -0.719 -1.522 -0.534
S 0.546 -2.027 -0.442 -0.737
C -2.149 1.226 -0.365 -0.617
H -0.717 2.051 0.996 0.160
H -0.638 0.260 0.569 0.230
H -0.207 1.602 -1.721 0.343
H 2.168 1.203 -1.443 0.165
H 1.876 0.598 0.083 0.173
H 0.557 -0.570 -2.378 0.173
H 2.188 -1.016 -1.926 0.182
H -2.362 0.242 -0.778 0.219
H -2.347 2.037 -1.067 0.180
H -2.836 1.361 0.470 0.196
H -1.334 -2.836 0.536 0.503
H -0.931 -2.389 2.016 0.479
O -1.541 -2.914 1.487 -0.997
H 2.148 -1.228 2.150 0.487
H 1.481 0.093 2.099 0.472
O 1.904 -0.496 2.737 -0.964
```

Most favorable structure: entry Q. The second most favorable one is 165.1 kJ/mol above it.

Entry P
Entry from the Open Molecules 2025 dataset: a cluster of 2 separate species, CH6N2PS in total (ωB97M-V with the def2-TZVPD basis set).

The calculation puts the HOMO energy at -13.898 eV. As for the HOMO-LUMO gap: 9.21 eV. The net charge is +1.

Structure (XYZ):
```
11
Properties=species:S:1:pos:R:3:nbo_charge:R:1
C -0.323 -0.762 0.965 -0.121
N -0.824 -1.890 0.574 -0.665
N 0.358 1.440 -1.508 -1.102
P 1.085 0.370 0.935 0.679
S -1.011 0.680 1.491 0.231
H -0.248 -2.632 0.196 0.438
H -1.828 -2.047 0.605 0.435
H 1.162 1.043 -1.991 0.375
H 0.588 2.420 -1.360 0.381
H -0.424 1.407 -2.153 0.383
H 1.466 -0.030 2.247 -0.033
```

Entry Q
Entry from the Open Molecules 2025 dataset: a structure of composition CH6N2PS (ωB97M-V with the def2-TZVPD basis set).

The calculation puts the HOMO energy at -13.066 eV. As for the HOMO-LUMO gap: 7.49 eV. The net charge is +1.

Structure (XYZ):
```
11
Properties=species:S:1:pos:R:3:nbo_charge:R:1
C 0.588 0.600 -0.050 0.392
N 1.295 0.510 -1.135 -0.754
N 0.391 1.673 0.666 -0.736
P -0.652 -1.379 0.056 0.369
S -2.405 -2.442 0.734 -0.127
H 1.321 -0.294 -1.800 0.458
H 1.621 1.423 -1.310 0.412
H -0.209 1.618 1.394 0.410
H -1.683 -2.938 1.828 0.177
H 1.045 2.366 0.826 0.402
H -1.313 -1.137 -1.209 -0.004
```

Most favorable structure: entry P. The second most favorable one is 128.5 kJ/mol above it.

Entry P
Entry from the Open Molecules 2025 dataset: a cluster of 5 separate species, H11O5 in total (ωB97M-V with the def2-TZVPD basis set).

The calculation puts the HOMO energy at -14.677 eV. As for the HOMO-LUMO gap: 11.57 eV. The net charge is +1.

Structure (XYZ):
```
16
Properties=species:S:1:pos:R:3:nbo_charge:R:1
O -1.215 0.364 -0.909 -0.958
H -1.755 1.225 -0.788 0.510
H -1.801 -0.144 -1.424 0.516
O 2.439 2.375 1.081 -0.938
H 3.387 2.025 1.271 0.513
H 2.090 2.632 1.981 0.505
O -4.018 -1.108 -0.552 -0.965
H -4.719 -0.996 -1.193 0.479
H -4.523 -1.102 0.328 0.487
O 1.758 -2.098 0.324 -0.941
H 1.080 -2.531 -0.261 0.507
H 1.777 -2.622 1.110 0.512
O 1.173 0.505 -0.077 -0.900
H 0.312 0.591 -0.622 0.565
H 1.551 1.147 0.611 0.549
H 1.502 -0.532 0.060 0.559
```

Entry Q
Entry from the Open Molecules 2025 dataset: a cluster of 5 separate species, H11O5 in total (ωB97M-V with the def2-TZVPD basis set).

The calculation puts the HOMO energy at -14.307 eV. As for the HOMO-LUMO gap: 11.19 eV. The net charge is +1.

Structure (XYZ):
```
16
Properties=species:S:1:pos:R:3:nbo_charge:R:1
O 2.416 1.505 -1.100 -0.975
H 3.349 1.278 -0.792 0.508
H 2.578 2.348 -1.593 0.514
O 0.579 1.517 2.304 -0.929
H -0.200 1.941 2.703 0.522
H 1.253 1.464 3.019 0.533
O 0.272 -2.091 -1.275 -0.955
H 0.388 -3.006 -1.043 0.490
H -0.621 -2.187 -1.602 0.496
O -3.594 -1.325 -0.528 -0.943
H -4.268 -2.017 -0.391 0.472
H -4.277 -0.593 -0.543 0.472
O 0.309 0.255 0.246 -0.895
H 1.008 0.740 -0.442 0.564
H 0.351 0.818 1.139 0.552
H 0.457 -0.646 -0.102 0.575
```

Most favorable structure: entry P. The second most favorable one is 22.5 kJ/mol above it.